[1]
# C4H11N2

An isolated ion of composition C4H11N2 and charge +2 (wB97M-V/def2-TZVPD, OMol25).

```
17
Properties=species:S:1:pos:R:3:mulliken_spin:R:1
N -1.957 1.561 -0.571 0.3628
H 0.792 1.092 -0.528 -0.0029
H -2.873 -0.312 -0.648 0.0171
C 1.593 -0.754 0.205 0.0180
C -1.938 0.228 -0.550 0.1244
N 1.239 -0.431 1.701 0.0021
H 0.977 -0.198 -1.758 0.0406
C -0.747 -0.494 -0.672 0.4080
H -2.850 2.000 -0.341 -0.0169
H 2.621 -0.413 0.142 -0.0012
H 1.802 -1.018 2.318 -0.0008
H 0.247 -0.627 1.831 0.0011
H 1.441 -1.825 0.145 0.0020
C 0.647 0.032 -0.740 0.0194
H -0.833 -1.523 -1.003 0.0251
H 1.311 0.585 1.769 0.0006
H -1.472 2.097 -1.301 0.0005
```

As for the spin multiplicity: 2. The total energy is -7287.5209 eV. The total charge is +2. The expectation value of S² is 0.7656. Its orbital gap (alpha / beta) is 0.40926 / 0.35421 Ha. The energy above the lowest of the compared OMol25 structures with the same formula, charge and spin is 0.369 eV.

=====

[2]
# C39H55F6NO4P2PdS2Si

C39H55F6NO4P2PdS2Si as an isolated structure (wB97M-V/def2-TZVPD, OMol25).

```
111
Properties=species:S:1:pos:R:3:mulliken_charge:R:1
H -1.602 -4.481 -1.462 0.6094
C 1.918 3.538 3.820 -0.9248
O 3.463 -2.319 -0.034 -0.6658
C -1.647 -1.321 1.421 -0.0202
C -1.299 3.546 -0.317 -0.5025
H -2.804 4.330 0.982 0.5316
F 1.899 -1.483 -5.384 -0.2104
H -4.186 -2.502 -3.331 0.4177
C 2.608 2.405 -1.646 0.1775
H -1.978 -3.736 -2.987 0.6149
C -3.569 -3.583 -1.583 -0.4735
C 2.832 -1.059 -4.534 0.2755
C 5.728 -1.340 -0.894 0.3927
C -3.549 -1.079 -1.853 0.3576
S 3.935 -1.085 -0.574 0.9860
H 0.160 -3.391 3.310 0.0542
H -3.708 2.307 -2.513 0.5164
C -2.080 -3.609 -1.902 -1.5133
H -1.560 -0.188 -1.882 -1.1727
H -4.705 -1.425 2.888 0.4372
C -1.305 -4.475 1.252 -0.0968
F 3.040 0.241 -4.738 -0.1793
C -3.109 2.208 0.887 0.9739
C -1.701 0.035 3.416 -0.4432
F 3.961 -1.721 -4.765 -0.2078
C 1.090 4.206 1.673 -0.2808
H 0.685 2.307 -2.526 0.3750
H 0.859 -6.335 3.086 0.3907
H 2.149 6.274 -2.166 0.4624
H -1.676 -6.410 2.140 0.4020
H 4.576 2.922 -0.986 0.5684
H 2.621 1.447 -1.121 -1.1927
C -2.187 3.425 0.931 -1.8987
C -1.004 -0.443 2.309 0.9753
H -4.640 1.369 -0.392 0.4834
C 1.148 1.857 2.243 0.4125
H 0.159 4.809 -2.270 0.3227
N 3.432 -0.758 -2.020 -0.3979
H -4.020 -0.247 -2.379 0.7173
C -2.058 -1.111 -2.187 -0.2437
H 1.788 -0.641 4.023 0.4483
F 5.902 -2.372 -1.717 -0.2114
O 1.073 -0.497 -2.710 -0.6426
H -1.940 -1.169 -3.274 0.7983
H -2.110 -4.633 0.535 0.2714
C -3.987 2.246 -0.358 -1.5378
H -3.488 -2.344 0.978 0.2080
H -1.580 3.413 1.839 0.4347
H -2.732 4.406 -1.650 0.4771
C 2.163 5.317 -1.639 -0.3410
H -1.728 -3.879 2.065 0.0577
S 2.250 -1.364 -2.818 0.9814
C 3.577 3.361 -0.958 -0.4549
F 6.269 -0.254 -1.443 -0.1915
H -0.815 4.527 -0.298 0.8912
C 1.169 2.929 -1.763 0.5303
H 1.708 -4.177 3.531 0.6324
H -5.299 -2.346 -1.981 0.4843
C 1.606 4.541 2.912 -0.9456
H 1.926 1.449 4.211 0.3372
C -2.977 -1.671 1.648 -0.1073
H 1.767 5.581 3.168 0.4205
H 1.725 -4.731 1.062 0.6345
C 1.158 4.372 -2.296 -1.4153
C 1.148 -3.892 1.460 -0.3530
H -3.723 -3.541 -0.504 0.1101
H 1.426 4.298 -3.357 0.5408
C -0.823 -5.801 1.836 -1.1828
H -1.526 3.443 -2.481 0.5020
C -3.667 -1.157 2.736 -1.0552
F 6.347 -1.595 0.256 -0.2049
H -3.715 2.174 1.794 0.5697
H -2.514 1.374 -1.626 -0.8503
H -2.511 1.290 0.875 -0.8411
H 1.791 -3.028 1.347 -0.2250
H -0.299 -6.366 1.060 0.3740
H 0.837 5.000 0.986 0.3949
C 0.888 2.874 1.313 -0.8759
C 0.106 -5.545 3.035 -0.9583
C 3.570 4.727 -1.637 -1.1403
Si 0.774 0.033 1.878 1.6400
H 4.264 5.408 -1.139 0.4933
H -3.689 -0.887 -0.783 -0.4078
C 1.991 -0.874 2.974 -1.3171
H 1.955 -1.953 2.883 0.3118
P -0.556 -1.987 0.098 0.5004
C -4.239 -2.384 -2.243 -1.5002
H -0.461 -5.593 3.967 0.3923
C -3.026 -0.311 3.629 -0.9551
H 2.333 3.788 4.788 0.4041
H 2.977 2.194 -2.655 0.8449
C 1.685 2.215 3.486 -0.3881
P 0.152 2.370 -0.295 1.0238
H -3.563 0.084 4.483 0.4099
O 2.010 -2.772 -2.711 -0.7015
H 2.998 -0.531 2.729 0.4049
Pd 0.851 -0.243 -0.349 0.6532
C -3.106 2.289 -1.601 1.1060
H 3.918 4.618 -2.670 0.3529
O 3.874 0.092 0.254 -0.6380
C -1.321 -2.310 -1.582 1.1644
H 0.086 -4.183 -0.369 0.9038
C -2.154 3.476 -1.589 -1.7819
H -4.032 -4.515 -1.917 0.3621
H 3.317 3.470 0.098 0.0010
C -0.126 -3.729 0.603 -0.2893
H -4.637 3.128 -0.327 0.5395
H 1.871 5.530 -0.612 -0.0567
H -1.207 0.713 4.106 0.3792
H -0.372 -2.394 -2.120 -0.7492
C 0.805 -4.185 2.917 -0.6969
```

The total energy is -118929.5298 eV. Its orbital gap is 0.29363 Ha. The energy above the lowest of the compared OMol25 structures with the same formula, charge and spin is 0.706 eV.

=====

[3]
# C4H8O2

A 3-piece molecular cluster, C4H8O2 overall (wB97M-V/def2-TZVPD, OMol25).

```
14
Properties=species:S:1:pos:R:3:mulliken_charge:R:1
H 2.337 -0.345 -1.256 0.3190
H -2.202 -1.105 -1.415 0.2427
C -0.230 -0.651 -0.869 0.0025
C 1.940 0.009 -0.295 -0.6588
H -0.623 -0.144 2.145 -0.3029
C -0.624 2.299 0.210 0.1345
C -1.443 -1.146 -0.643 -0.6547
H 0.042 -0.183 -1.816 0.3137
H -1.169 0.037 2.618 0.2776
O -1.522 2.633 0.818 -0.1452
H 1.757 1.088 -0.350 0.2753
H 2.672 -0.195 0.488 0.2424
H -1.694 -1.607 0.306 0.2403
O 0.760 -0.691 0.060 -0.2864
```

The total energy is -8370.2516 eV. Its orbital gap is 0.36662 Ha. The energy above the lowest of the compared OMol25 structures with the same formula, charge and spin is 3.030 eV.